# 1
# C3H14N6

A structure of composition C3H14N6 (ωB97M-V with the def2-TZVPD basis set, the OMol25 dataset).

Output
* ΔE to the lowest compared entry with this formula, charge and spin: 85.4 kJ/mol
* orbital gap: 0.312 Eh
* molecular weight: 134.2 Da
* largest force on an atom: 3.23 eV Å⁻¹

Each line ends with the natural charge from an NBO analysis.
Positions of all 23 atoms, in Å:
N -2.25 -0.48 -1.09  -0.664
N 1.98 -0.68 -0.63  -0.825
N 0.96 1.08 -1.83  -0.879
N 0.95 -1.05 -2.69  -0.805
N -1.04 0.02 -0.52  -0.598
N 0.20 0.63 1.39  -0.647
C 1.34 -0.18 -1.72  0.684
C -1.05 0.05 0.91  -0.044
C 0.30 0.67 2.85  -0.409
H 1.21 1.18 3.14  0.201
H -0.32 0.85 -1.19  0.423
H -1.94 0.59 1.33  0.114
H -1.10 -0.98 1.32  0.142
H 0.26 1.58 1.03  0.357
H 0.51 -1.90 -2.37  0.389
H -2.40 -1.44 -0.77  0.320
H 0.34 -0.36 3.23  0.192
H 0.44 -0.61 -3.44  0.406
H 1.96 -1.68 -0.52  0.380
H 1.75 -0.19 0.24  0.430
H -3.07 0.05 -0.76  0.313
H 1.53 1.69 -1.24  0.353
H -0.55 1.17 3.33  0.170

---

# 2
# C16H32NO15Ti

A structure of composition C16H32NO15Ti (ωB97M-V with the def2-TZVPD basis set, the OMol25 dataset).

Output
* ΔE to the lowest compared entry with this formula, charge and spin: 674.1 kJ/mol
* orbital gap (alpha / beta): 0.209 / 0.210 Eh
* molecular weight: 526.3 Da
* largest force on an atom: 4.57 eV Å⁻¹
* multiplicity: 4

Each line ends with the natural charge from an NBO analysis.
Positions of all 65 atoms, in Å:
Ti -0.25 -0.18 -0.35  0.976
O -0.48 0.54 6.06  -0.510
O -3.10 3.24 0.59  -0.651
O -0.91 -1.95 -6.18  -0.496
O 5.65 -0.33 -2.14  -0.482
O -0.48 -4.03 -0.24  -0.591
O 5.69 -1.25 -0.20  -0.513
O -2.44 -3.25 -0.88  -0.575
O -4.22 4.26 2.43  -0.527
O -1.17 -1.54 5.65  -0.490
O -2.86 5.37 1.15  -0.498
O 4.20 0.39 -0.48  -0.669
O -2.20 -5.29 -0.56  -0.515
O -0.77 -0.29 -4.60  -0.692
O 0.03 -0.44 4.05  -0.665
O -2.54 -0.42 -6.14  -0.493
N -1.68 -4.17 -0.59  0.707
C 0.42 -3.87 -6.53  -0.621
C -1.90 -3.86 5.65  -0.619
C 0.12 -2.71 -5.58  -0.070
C -0.52 -0.47 5.15  1.001
C 5.60 -1.34 1.22  -0.058
C 6.44 -2.55 1.60  -0.623
C -1.23 -2.70 4.91  -0.072
C 5.45 0.79 -2.96  -0.270
C -4.93 3.10 2.97  -0.260
C -1.88 5.71 0.13  -0.073
C -2.70 6.42 -0.89  -0.641
C -3.31 0.59 -5.43  -0.264
C 5.09 -0.32 -0.94  1.000
C 0.25 1.73 5.85  -0.250
C -1.33 -0.80 -5.63  1.005
C -3.32 4.16 1.33  1.004
H -1.35 4.86 -0.32  0.202
H 1.49 -4.00 -6.39  0.213
H -1.61 -2.60 3.89  0.192
H 4.55 -1.49 1.49  0.191
H -5.22 2.39 2.20  0.195
H -0.17 -4.77 -6.36  0.219
H 0.23 2.43 6.69  0.209
H -3.52 7.09 -0.62  0.233
H 6.40 -2.60 2.69  0.212
H 5.99 -0.42 1.64  0.186
H 6.21 0.94 -3.73  0.205
H -3.42 1.51 -6.00  0.191
H 0.02 -3.16 -4.60  0.207
H 5.55 1.72 -2.41  0.187
H -3.04 0.85 -4.40  0.209
H -2.15 -4.59 4.88  0.230
H -4.38 2.49 3.69  0.191
H 6.12 -3.52 1.22  0.224
H -1.19 -4.28 6.36  0.209
H -5.89 3.46 3.35  0.203
H -1.14 6.44 0.45  0.197
H -3.30 5.74 -1.49  0.212
H -4.33 0.24 -5.31  0.199
H 1.27 1.36 5.70  0.188
H 0.28 -3.56 -7.56  0.216
H -2.78 -3.50 6.17  0.214
H 1.02 -2.10 -5.55  0.175
H -2.06 6.93 -1.61  0.211
H 7.48 -2.47 1.28  0.217
H -0.21 -3.02 4.74  0.176
H -0.02 2.18 4.90  0.187
H 4.46 0.93 -3.40  0.191

---

# 3
# C27H25N5O4Os

A structure of composition C27H25N5O4Os (ωB97M-V with the def2-TZVPD basis set, the OMol25 dataset).

Output
* ΔE to the lowest compared entry with this formula, charge and spin: 67.8 kJ/mol
* charge: +2
* orbital gap (alpha / beta): 0.274 / 0.196 Eh
* molecular weight: 673.8 Da
* largest force on an atom: 3.43 eV Å⁻¹
* multiplicity: 5

Each line ends with the natural charge from an NBO analysis.
Positions of all 62 atoms, in Å:
Os 0.11 -1.81 0.46  1.661
O 5.62 -4.93 2.86  -0.542
O 1.27 -5.40 1.96  -0.530
O 3.70 -6.03 2.77  -0.645
O 0.36 -3.73 0.79  -0.712
N -0.95 0.66 -1.63  -0.577
N 2.44 -2.12 1.27  -0.371
N 3.65 -1.60 1.47  -0.291
N -1.40 2.13 0.10  -0.556
N -0.43 0.07 0.55  -0.628
C 0.70 1.25 2.36  -0.201
C -1.16 -0.23 2.89  -0.020
C -0.20 -1.68 -4.34  -0.101
C -2.98 5.21 -2.26  -0.160
C 0.41 -2.74 -2.28  -0.201
C -1.91 3.17 -0.72  0.123
C 0.35 -2.76 -3.66  -0.176
C -0.03 -1.62 -1.56  -0.263
C 0.88 1.53 3.71  -0.186
C 4.50 -2.51 1.96  0.065
C -0.91 0.95 -0.32  0.683
C -3.22 3.58 -0.51  -0.214
C -3.76 4.59 -1.28  -0.188
C -1.29 0.57 -4.44  -0.660
C -0.66 -0.56 -3.68  -0.033
C 4.44 -4.97 2.62  0.777
C 0.04 0.93 4.64  -0.130
C -1.66 4.82 -2.44  -0.184
C 3.80 -3.70 2.10  -0.205
C -1.09 3.82 -1.66  -0.059
C -0.31 0.38 1.95  0.014
C -2.27 -1.16 2.47  -0.613
C 0.38 3.54 -1.78  -0.642
C -0.53 -0.51 -2.27  0.236
C -0.96 0.07 4.24  -0.184
C 2.51 -3.41 1.64  0.038
C 1.29 -4.28 1.47  0.778
H 5.53 -2.31 2.21  0.279
H -1.97 -1.81 1.62  0.171
H 0.60 2.87 -2.62  0.218
H 1.33 1.71 1.62  0.229
H -2.31 0.77 -4.09  0.235
H -1.05 5.33 -3.17  0.234
H -1.59 -0.41 4.98  0.245
H 0.73 -3.61 -4.20  0.255
H 0.19 1.13 5.69  0.252
H -3.82 3.10 0.24  0.224
H -1.35 1.37 -2.24  0.460
H -0.28 -1.74 -5.42  0.246
H 3.86 -0.64 1.25  0.435
H -4.78 4.91 -1.13  0.244
H -1.36 0.31 -5.49  0.262
H -0.70 1.48 -4.36  0.231
H 0.90 4.47 -1.98  0.257
H -3.38 6.02 -2.85  0.243
H -2.57 -1.79 3.30  0.266
H 1.66 2.19 4.02  0.249
H 0.78 -3.61 -1.76  0.249
H 2.74 -5.96 2.54  0.519
H 0.79 3.10 -0.88  0.206
H -3.14 -0.59 2.15  0.255
H -1.54 2.23 1.10  0.435

---

# 4
# C4H6N2O

An isolated molecule of C4H6N2O (ωB97M-V with the def2-TZVPD basis set, the OMol25 dataset).

Output
* ΔE to the lowest compared entry with this formula, charge and spin: 85.4 kJ/mol
* SMILES: Nc1ccc(O)[nH]1
* orbital gap: 0.302 Eh
* molecular weight: 98.1 Da
* largest force on an atom: 0.29 eV Å⁻¹

Each line ends with the natural charge from an NBO analysis.
Positions of all 13 atoms, in Å:
O 0.04 1.54 2.17  -0.671
N 0.65 -0.04 -2.22  -0.833
N 0.41 0.91 -0.04  -0.550
C -0.07 0.59 1.20  0.430
C -0.60 -0.67 1.17  -0.399
C -0.42 -1.15 -0.18  -0.325
C 0.21 -0.16 -0.89  0.263
H -0.74 -2.10 -0.57  0.217
H -1.08 -1.19 1.99  0.218
H 0.78 -0.96 -2.64  0.375
H -0.29 1.16 2.99  0.489
H 1.12 1.61 -0.19  0.419
H -0.03 0.46 -2.79  0.368